[1]
62
Properties=species:S:1:pos:R:3:forces:R:3:mulliken_charge:R:1 method="wB97M-V/def2-TZVPD" fmax_ev_per_a=0.3 charge=+1 energy_ev=-82673.6626 e_homo_ev=-11.40 de_lowest_kj_mol=0.0 homo_lumo_gap_ev=9.0007
H 4.78533 -0.23908 -0.33427 -0.014 0.002 -0.001 0.501
H -3.42914 0.40838 -0.99585 0.005 -0.008 0.017 0.284
H -2.15264 0.86699 -2.85664 0.015 0.006 -0.018 0.378
H -4.15633 1.92738 -1.51187 0.002 0.016 0.007 0.412
N -2.89053 1.99238 0.21427 -0.080 -0.014 0.015 -0.064
C -1.72263 -2.12810 -0.85341 0.013 -0.080 0.005 -1.233
C 1.75633 -2.44565 2.37236 0.056 0.021 0.024 -1.430
H -1.05473 -2.46827 3.15227 0.001 -0.006 0.018 0.402
H 1.86259 -0.70782 1.08363 -0.004 -0.011 0.003 -0.063
C -3.23971 1.47508 -1.11684 -0.002 0.029 0.003 -0.599
H -1.84829 3.68274 2.23486 0.006 -0.002 0.006 0.448
P -0.47837 -0.93351 1.37950 0.099 -0.005 0.009 1.046
H -2.57121 3.83403 -0.71928 0.013 -0.006 0.001 0.222
C 2.51038 -2.01069 -2.04546 -0.089 -0.118 -0.015 -0.337
H 3.75460 -4.34740 -1.90233 0.017 0.027 -0.031 0.156
H 0.66270 3.11416 -2.27380 -0.007 -0.031 -0.031 0.458
H -0.86422 3.80962 -1.79479 -0.012 0.015 -0.017 0.402
H 3.19709 1.56246 -0.98127 -0.022 0.021 -0.020 0.410
H 0.76362 -1.13701 -2.91934 0.006 0.030 -0.006 0.451
H 2.81963 -2.39804 2.60993 -0.006 -0.022 0.008 0.429
C 4.64611 -2.80401 -0.82637 -0.014 0.016 0.024 0.154
H -3.32962 -0.64188 2.17111 0.035 0.011 0.001 0.092
H -1.35695 4.91676 1.07699 0.036 0.002 -0.002 0.393
C -0.12636 3.05789 -1.52094 0.085 -0.004 0.162 -0.664
H -2.28212 2.59734 -2.71220 0.020 0.013 0.008 0.419
N -0.34081 3.03570 0.97247 -0.141 0.091 0.071 -0.105
H 2.24115 -2.99893 -2.39589 0.014 0.006 0.007 0.221
H 5.14102 -4.75946 -0.95882 -0.001 -0.011 -0.011 0.243
C 1.66678 -0.95297 -2.34571 -0.051 0.131 0.034 -0.674
H -0.12193 1.08412 -1.97189 0.060 -0.022 -0.030 0.096
O 5.55525 -2.48091 -0.09140 -0.036 -0.013 -0.009 -0.622
C -0.63411 -2.33120 0.19950 -0.052 0.054 -0.115 0.009
C -2.72388 3.45336 0.28810 0.107 -0.031 0.049 -0.709
H 1.63245 -3.19953 1.59353 -0.016 0.027 -0.015 0.276
C 1.26544 -1.07131 1.92561 0.000 0.026 0.008 -0.114
H 1.39428 -0.33391 2.72346 0.023 -0.019 0.004 0.539
N 4.45864 -4.07666 -1.24283 -0.027 -0.045 -0.001 -0.322
H -2.71030 -2.02919 -0.40159 0.000 0.002 0.007 0.303
H -0.79786 -3.25190 0.76390 -0.015 -0.021 -0.013 0.564
C 3.00491 0.53593 -1.27114 -0.095 -0.030 0.029 -0.533
H -3.58977 1.68496 0.87809 -0.015 0.036 -0.005 0.265
C 3.89654 -0.45921 -0.90958 0.084 0.212 0.033 -0.556
C -2.93747 -1.58341 2.56319 -0.030 -0.003 0.012 -1.018
H 0.33911 -2.42932 -0.28824 -0.014 -0.008 -0.009 -0.128
H -1.23713 -0.78635 3.63449 0.011 -0.008 0.000 0.422
H 0.22774 3.08296 1.80790 -0.015 -0.012 0.010 0.259
H -1.75930 -2.97356 -1.54221 -0.009 0.017 0.001 0.505
C -1.43658 -1.49783 2.82881 -0.042 0.012 0.086 -0.622
H -1.53781 -1.22280 -1.43610 0.037 0.004 0.016 -0.036
N 1.88434 0.30693 -1.96047 0.111 -0.257 -0.087 -0.279
H -3.17440 -2.36808 1.84414 0.012 -0.008 -0.002 0.270
H 1.43579 2.86513 -0.05169 -0.018 0.013 -0.023 0.299
H -3.62614 3.94450 0.65937 -0.017 -0.007 0.009 0.506
C -1.55157 3.84495 1.19751 -0.070 -0.028 -0.059 -0.844
H -3.47709 -1.80991 3.48222 -0.003 -0.009 -0.007 0.409
Cu -1.00510 1.04046 0.59974 0.094 0.045 -0.175 -0.800
C 3.64642 -1.76560 -1.29135 0.119 -0.051 0.037 1.079
C -2.10121 1.68587 -2.13780 -0.023 -0.023 -0.058 -0.815
H 1.23838 -2.79597 3.26502 -0.014 0.008 -0.006 0.346
C 0.50078 3.41606 -0.16872 -0.010 -0.118 -0.120 -0.753
N -0.76414 1.72817 -1.52975 -0.099 0.117 0.159 0.309
H 0.74206 4.48518 -0.16211 -0.017 0.021 0.003 0.342


[2]
93
Properties=species:S:1:pos:R:3:forces:R:3:mulliken_charge:R:1 method="wB97M-V/def2-TZVPD" smiles="O=C1OC[C@@H](F)O1.O=C1OC[C@@H](F)O1.O=C1OC[C@@H](F)O1.C[N+](=O)[O-].C[N+](=O)[O-].C[N+](=O)[O-].C[N+](=O)[O-].C[N+](=O)[O-].C[N+](=O)[O-].C[N+](=O)[O-].C[N+](=O)[O-].C[N+](=O)[O-]" fmax_ev_per_a=6.6 charge=0 energy_ev=-96065.6449 e_homo_ev=-10.48 de_lowest_kj_mol=569.9 homo_lumo_gap_ev=10.4124
N -5.63974 1.01306 2.56060 1.750 -0.223 1.316 0.890
O -3.94638 -8.18579 -1.43388 3.448 2.806 -3.777 -0.565
H -0.76423 0.89875 1.90162 -0.385 0.126 -0.489 0.298
H -1.39145 1.36187 -9.48796 -0.266 -0.198 -0.843 0.262
N -2.64812 1.91376 7.12639 -0.577 1.752 -1.087 0.880
O 4.56729 -3.56155 -1.32292 -0.059 0.398 -0.419 -0.516
N 5.15636 1.09186 -1.17675 0.730 1.671 -2.677 0.920
N -2.65205 2.24862 -8.23923 -0.062 -0.312 -0.527 0.865
H 1.24349 -1.70211 -5.81004 0.555 -0.480 -0.347 0.283
O 2.94081 -1.43492 -7.64588 0.523 1.524 1.300 -0.506
O 4.35550 0.80105 -0.37878 -3.080 -1.089 2.467 -0.515
H -2.00650 -3.44065 3.58688 -0.059 -0.028 0.163 0.244
F 5.73414 -0.02050 7.68343 -0.575 0.929 -0.111 -0.285
H -3.24479 1.35922 -9.87779 0.643 -0.933 -0.714 0.314
H -0.99043 0.87100 7.66900 0.340 0.389 0.733 0.308
H 5.33605 2.37600 -3.06051 0.515 -1.267 0.105 0.314
O -0.27849 0.26344 -1.14787 1.657 -3.855 -0.780 -0.339
O -0.88117 2.13342 -2.12344 -0.861 2.214 -3.548 -0.511
H -5.02422 6.38243 -4.06363 -0.264 -0.148 -0.266 0.307
H -2.39336 -4.90568 -3.76732 -0.377 -0.045 -0.101 0.263
H 7.34625 -4.58686 -1.15638 -0.438 0.038 -0.163 0.270
O -1.99893 -7.78903 -2.57775 3.361 -3.013 -0.315 -0.288
C 0.09218 -0.24945 0.11545 -1.502 3.656 1.948 0.330
H 5.99886 -2.37491 7.28543 -0.057 0.593 -0.335 0.270
C 3.66036 -1.03908 5.88058 -5.457 -0.230 -2.928 0.719
O -6.30314 4.69553 -5.52570 0.966 0.682 0.213 -0.490
O -3.45420 -6.22611 -2.63643 -2.798 -1.090 1.416 -0.326
O -5.60234 3.25975 -4.07410 0.967 3.119 -1.040 -0.498
H 2.91908 -2.06127 -5.06579 -0.428 -0.025 0.009 0.295
O 2.89126 -0.85571 4.93662 2.491 0.294 1.474 -0.592
H -4.28250 5.16137 -3.07323 0.508 -0.450 -0.547 0.284
C -2.87312 -3.79511 4.14494 -0.561 -0.450 -0.361 -0.599
N 2.92968 -0.69495 -6.64020 -0.553 -0.827 -2.241 0.840
H -3.74619 5.50630 -4.86592 0.259 -0.372 0.481 0.271
O -4.72940 0.45039 3.16338 -0.063 0.799 0.612 -0.515
C -2.41929 1.14058 -9.20041 -0.349 0.808 0.240 -0.648
H 7.05919 -3.93095 0.45432 0.069 -0.027 -0.154 0.298
N -3.51567 -4.82837 3.24440 -0.193 -0.435 -2.786 0.810
H 0.81218 1.39900 1.26999 -0.190 1.028 -0.025 0.228
F -0.19400 -6.46880 -3.17712 1.597 -1.196 0.130 -0.258
C 1.74204 7.97941 2.04626 0.128 0.857 -0.051 -0.685
O 4.30609 -2.13502 6.05741 2.622 -2.541 0.875 -0.280
N -5.53005 4.40173 -4.63816 -1.301 -2.995 1.466 0.805
O 1.80064 7.10931 -0.13285 0.271 -0.547 2.242 -0.509
C -4.52204 5.41591 -4.10567 -1.123 0.124 -0.334 -0.678
N 1.98197 6.85319 1.08064 -0.600 1.826 -1.998 0.825
C -3.18233 -7.50892 -2.18101 -5.275 -0.178 3.888 0.724
C -5.86720 2.45746 2.85329 0.807 0.893 0.374 -0.750
H 1.98565 -0.49880 -4.83898 0.364 -0.289 0.478 0.276
O 2.35760 5.81331 1.52532 0.234 -0.991 0.318 -0.491
O -3.36299 3.17016 -8.60915 0.363 -0.295 0.649 -0.537
H -3.58482 -2.98256 4.29113 0.093 -0.132 -0.031 0.265
H -1.86474 -4.99843 -2.13421 0.289 -0.592 0.423 0.290
H 0.83848 7.83919 2.63957 0.056 -0.438 -0.275 0.278
C -1.13958 1.86865 7.25602 -0.861 -1.545 0.097 -0.684
H 2.58994 8.08264 2.72340 0.007 -0.430 -0.146 0.284
O 6.30077 0.80804 -1.12144 3.044 -0.790 -0.212 -0.559
F -0.76701 -1.15831 0.62006 -0.390 -1.125 -0.790 -0.292
H -2.40044 0.18658 -8.67352 -0.425 0.197 -0.104 0.258
H -0.68801 1.74537 6.27164 -0.260 0.854 -0.128 0.276
H -6.07150 3.02173 1.94336 0.026 -0.446 -0.060 0.296
O 4.99404 -5.02165 0.18713 -0.336 -0.339 0.197 -0.522
O -3.40338 -6.00807 3.52870 -0.069 0.774 0.634 -0.505
H -6.63315 2.70221 3.58917 -0.221 -0.831 -0.120 0.291
C -2.28024 -5.60500 -2.93892 0.939 0.598 -2.113 -0.417
O 3.51130 -0.38022 7.01129 1.536 2.422 3.068 -0.286
H 3.71689 1.62681 -2.59306 0.283 0.021 -0.176 0.263
H 4.58581 -2.91350 8.08338 -0.877 -0.455 -0.764 0.264
C 4.92922 -2.17755 7.35638 -0.438 1.377 1.450 -0.391
H 6.94551 -2.82964 -0.92763 -0.167 -0.240 -0.252 0.268
H -1.64661 -7.05116 -4.45811 0.450 -0.339 -0.001 0.314
H -2.61076 -4.31819 5.06453 0.001 0.226 -0.182 0.288
H -4.92293 2.76459 3.30287 -0.113 0.168 -0.180 0.307
C -0.69026 1.53059 -1.16589 0.807 -2.546 0.831 0.714
C -1.45339 -6.81542 -3.41158 -1.651 3.037 0.457 0.264
O -3.14194 2.98476 6.79337 0.769 0.124 0.173 -0.527
O 3.35979 0.45390 -6.59294 -0.445 -1.618 0.276 -0.512
N 5.31990 -4.15542 -0.59213 0.282 -0.483 0.132 0.878
O -2.03009 2.14492 -7.21946 0.100 0.755 1.316 -0.515
H 4.51042 2.91402 -1.70705 -0.419 0.039 0.122 0.291
C -0.19775 1.09773 0.99188 1.827 -2.454 -0.963 -0.354
C 6.77012 -3.85230 -0.59371 0.628 0.712 0.642 -0.678
O -3.32970 0.94309 7.29981 0.448 -1.264 0.457 -0.517
H 4.36959 -0.54284 8.98990 -0.791 -0.241 -0.386 0.312
O -6.24148 0.45446 1.71646 -2.130 -0.379 -1.906 -0.517
H 1.11336 -0.60981 0.23974 -0.125 -0.105 -0.775 0.281
O -3.99262 -4.46629 2.14184 0.789 0.078 2.534 -0.503
H -0.83767 2.72898 7.85332 0.143 -0.320 -0.284 0.267
C 4.68938 1.99733 -2.26897 -1.133 1.380 0.363 -0.710
C 2.22083 -1.34021 -5.49077 -0.033 1.728 0.572 -0.675
H 1.65694 8.90560 1.47789 -0.090 -0.290 -0.094 0.297
O -0.82845 1.90569 0.03478 -0.760 3.043 4.605 -0.360
C 4.56190 -0.71366 7.93068 1.504 -2.130 -2.342 0.269